{"formula": "C31H78CdF6N2O15S2", "method": "ωB97M-V/def2-TZVPD", "homo_ev": -7.54, "homo_lumo_gap_ha": 0.131, "lumo_ev": -3.97, "total_energy_ha": -4028.8291, "fmax_ev_per_a": 6.22, "de_lowest_kcal_mol": 209.3, "symbols": ["Cd", "C", "C", "C", "C", "C", "C", "N", "O", "C", "C", "C", "H", "H", "H", "H", "H", "H", "H", "H", "H", "H", "H", "H", "H", "H", "H", "H", "H", "H", "C", "F", "F", "F", "S", "O", "O", "N", "S", "O", "O", "C", "F", "F", "F", "C", "C", "O", "H", "H", "H", "H", "H", "H", "C", "C", "O", "H", "H", "H", "H", "H", "H", "C", "C", "O", "H", "H", "H", "H", "H", "H", "C", "C", "O", "H", "H", "H", "H", "H", "H", "C", "C", "O", "H", "H", "H", "H", "H", "H", "C", "C", "O", "H", "H", "H", "H", "H", "H", "C", "C", "O", "H", "H", "H", "H", "H", "H", "C", "C", "O", "H", "H", "H", "H", "H", "H", "C", "C", "O", "H", "H", "H", "H", "H", "H", "C", "C", "O", "H", "H", "H", "H", "H", "H"], "coordinates": [[-1.01, -1.49, 1.14], [0.94, -5.28, 4.84], [1.25, -4.24, 5.88], [2.62, -4.70, 6.49], [3.28, -3.65, 7.34], [3.38, -2.29, 6.61], [1.98, -1.78, 6.12], [1.29, -2.82, 5.35], [0.13, -2.45, 4.53], [2.39, -0.51, 5.23], [1.21, -1.17, 7.35], [0.27, -4.41, 7.09], [1.48, -5.00, 3.94], [-0.13, -5.31, 4.66], [1.53, -6.17, 5.04], [3.30, -4.98, 5.69], [2.47, -5.52, 7.20], [4.32, -3.90, 7.54], [2.78, -3.54, 8.30], [4.11, -2.38, 5.81], [3.74, -1.62, 7.39], [2.58, 0.35, 5.87], [1.64, -0.11, 4.55], [3.22, -0.75, 4.58], [1.00, -1.93, 8.10], [0.22, -0.81, 7.05], [1.71, -0.43, 7.97], [0.75, -4.00, 7.98], [-0.01, -5.45, 7.27], [-0.61, -3.82, 6.84], [1.72, 2.03, -0.99], [2.13, 3.23, -1.08], [2.10, 1.30, -2.09], [2.25, 1.51, 0.11], [-0.26, 2.07, -0.89], [-0.56, 2.22, 0.53], [-0.81, 3.18, -1.73], [-0.63, 0.39, -1.19], [-0.85, 0.32, -2.83], [-0.19, 1.32, -3.71], [-0.65, -1.09, -3.18], [-2.73, 0.67, -2.91], [-3.13, 1.67, -2.12], [-3.05, 0.88, -4.21], [-3.34, -0.39, -2.53], [4.58, -2.26, -0.31], [3.20, -2.94, -0.47], [2.34, -2.43, 0.58], [4.99, -2.30, 0.70], [4.47, -1.19, -0.44], [5.43, -2.60, -0.91], [3.33, -4.02, -0.42], [2.72, -2.82, -1.45], [2.59, -2.79, 1.43], [-5.23, -0.22, 3.80], [-4.61, 0.31, 2.55], [-4.10, -0.82, 1.81], [-4.58, -1.00, 4.18], [-6.20, -0.72, 3.70], [-5.37, 0.59, 4.52], [-3.82, 0.97, 2.89], [-5.28, 0.93, 1.96], [-4.74, -1.07, 1.14], [-1.22, -6.82, -0.53], [-1.14, -5.42, -1.11], [-1.92, -4.57, -0.22], [-0.40, -7.45, -0.86], [-2.18, -7.31, -0.66], [-1.10, -6.84, 0.55], [-1.60, -5.39, -2.10], [-0.12, -5.06, -1.25], [-2.79, -4.55, -0.62], [-4.85, 6.07, -0.87], [-4.76, 5.07, 0.24], [-6.02, 4.91, 0.88], [-3.87, 6.35, -1.25], [-5.32, 6.98, -0.50], [-5.45, 5.68, -1.69], [-4.04, 5.46, 0.97], [-4.35, 4.09, 0.00], [-6.21, 5.69, 1.40], [-5.02, 5.45, -6.08], [-3.45, 5.37, -6.05], [-2.89, 6.20, -7.06], [-5.46, 4.68, -5.45], [-5.42, 5.26, -7.08], [-5.33, 6.42, -5.69], [-3.14, 4.37, -6.35], [-2.96, 5.40, -5.07], [-1.93, 6.21, -7.03], [-8.29, -3.51, 0.20], [-7.65, -3.20, -1.26], [-6.36, -3.76, -1.28], [-9.29, -3.08, 0.19], [-7.79, -3.00, 1.03], [-8.24, -4.55, 0.51], [-7.69, -2.14, -1.48], [-8.17, -3.71, -2.07], [-6.37, -4.66, -1.61], [4.73, -0.15, -6.25], [4.85, 0.86, -7.35], [4.32, 0.13, -8.48], [3.72, -0.45, -5.97], [5.23, 0.17, -5.34], [5.32, -1.04, -6.49], [5.87, 1.22, -7.49], [4.19, 1.67, -7.06], [3.98, 0.83, -9.06], [-0.28, -1.72, -8.42], [0.07, -2.07, -9.90], [1.29, -2.76, -9.81], [0.40, -0.97, -8.02], [-0.30, -2.57, -7.74], [-1.21, -1.15, -8.49], [0.16, -1.12, -10.42], [-0.61, -2.81, -10.32], [2.08, -2.21, -9.84], [8.63, 4.15, 0.14], [7.94, 3.06, 1.02], [8.81, 2.20, 1.82], [7.85, 4.52, -0.52], [9.25, 3.60, -0.56], [9.14, 4.96, 0.67], [7.15, 2.49, 0.54], [7.42, 3.70, 1.72], [9.67, 2.63, 1.78], [1.70, 6.49, 2.72], [0.54, 7.10, 3.44], [0.87, 8.43, 3.57], [1.76, 5.44, 2.98], [2.69, 6.84, 3.01], [1.59, 6.82, 1.68], [0.65, 6.58, 4.39], [-0.41, 6.92, 2.94], [0.18, 8.82, 4.11]]}

---

{"formula": "C31H86F6N13O20S2V", "method": "ωB97M-V/def2-TZVPD", "homo_ev": [-9.30, -9.30], "charge": 1, "multiplicity": 2, "homo_lumo_gap_ha": [0.113, 0.135], "lumo_ev": [-6.23, -5.62], "total_energy_ha": -5788.5376, "fmax_ev_per_a": 9.49, "symbols": ["O", "V", "C", "F", "F", "F", "S", "O", "O", "N", "S", "O", "O", "C", "F", "F", "F", "C", "O", "N", "N", "H", "H", "H", "H", "C", "O", "N", "N", "H", "H", "H", "H", "C", "O", "N", "N", "H", "H", "H", "H", "C", "O", "N", "N", "H", "H", "H", "H", "C", "O", "N", "N", "H", "H", "H", "H", "C", "C", "O", "H", "H", "H", "H", "H", "H", "C", "C", "O", "H", "H", "H", "H", "H", "H", "C", "C", "O", "H", "H", "H", "H", "H", "H", "C", "C", "O", "H", "H", "H", "H", "H", "H", "C", "C", "O", "H", "H", "H", "H", "H", "H", "C", "C", "O", "H", "H", "H", "H", "H", "H", "C", "O", "C", "C", "N", "C", "C", "O", "C", "H", "H", "H", "H", "H", "H", "H", "H", "H", "H", "H", "H", "H", "H", "H", "C", "O", "C", "C", "N", "C", "C", "O", "C", "H", "H", "H", "H", "H", "H", "H", "H", "H", "H", "H", "H", "H", "H", "H"], "coordinates": [[-17.09, -16.96, 20.89], [-16.74, -16.80, 22.45], [-18.58, -13.13, 23.50], [-17.74, -13.18, 24.51], [-19.54, -13.98, 23.68], [-19.13, -11.88, 23.30], [-17.67, -13.63, 21.88], [-18.65, -14.48, 21.15], [-17.35, -12.40, 21.18], [-16.45, -14.68, 22.45], [-15.30, -13.65, 22.64], [-15.57, -12.26, 23.16], [-14.30, -14.32, 23.47], [-14.46, -13.51, 20.86], [-15.03, -14.32, 20.01], [-14.65, -12.31, 20.29], [-13.16, -13.80, 21.01], [-11.66, -14.33, 17.22], [-12.59, -14.03, 16.51], [-11.68, -14.53, 18.50], [-10.50, -14.43, 16.79], [-12.63, -14.45, 18.84], [-10.84, -14.68, 19.04], [-10.41, -14.26, 15.80], [-9.68, -14.71, 17.31], [-11.05, -14.44, 24.92], [-11.56, -15.57, 24.92], [-9.91, -14.14, 25.44], [-11.64, -13.40, 24.46], [-9.46, -14.88, 25.97], [-9.63, -13.18, 25.32], [-12.59, -13.58, 24.16], [-11.22, -12.48, 24.34], [-21.42, -16.30, 18.96], [-22.05, -15.30, 18.84], [-20.53, -16.46, 19.90], [-21.60, -17.42, 18.37], [-20.22, -15.57, 20.24], [-19.91, -17.25, 19.94], [-20.95, -18.18, 18.53], [-22.27, -17.41, 17.62], [-19.88, -16.92, 23.48], [-18.75, -16.87, 23.08], [-20.14, -17.05, 24.72], [-20.96, -16.91, 22.70], [-21.08, -16.82, 25.02], [-19.38, -17.22, 25.36], [-20.84, -16.89, 21.70], [-21.86, -16.83, 23.14], [-15.21, -16.86, 25.55], [-16.18, -16.93, 24.73], [-14.28, -15.92, 25.66], [-15.02, -17.71, 26.54], [-13.59, -15.91, 26.39], [-14.22, -15.26, 24.89], [-14.46, -17.27, 27.26], [-15.63, -18.51, 26.63], [-15.75, -8.50, 23.80], [-15.42, -8.27, 22.38], [-14.02, -8.25, 22.35], [-16.84, -8.54, 23.80], [-15.47, -7.65, 24.41], [-15.42, -9.50, 24.11], [-15.96, -7.42, 21.97], [-15.76, -9.20, 21.91], [-13.77, -7.85, 21.51], [-21.36, -12.27, 20.88], [-22.60, -11.92, 20.06], [-22.64, -12.60, 18.82], [-21.30, -13.34, 21.12], [-21.23, -11.80, 21.86], [-20.49, -11.98, 20.28], [-22.66, -10.84, 19.95], [-23.47, -12.30, 20.61], [-22.49, -13.54, 18.87], [-17.14, -13.85, 17.08], [-17.44, -15.21, 17.70], [-17.01, -16.25, 16.90], [-17.48, -13.75, 16.05], [-16.06, -13.73, 17.16], [-17.62, -13.06, 17.67], [-18.51, -15.40, 17.77], [-16.93, -15.34, 18.66], [-16.78, -17.02, 17.42], [-15.33, -10.61, 17.37], [-16.26, -10.44, 18.61], [-17.16, -9.46, 18.20], [-15.97, -10.92, 16.55], [-14.65, -11.42, 17.63], [-14.75, -9.75, 17.04], [-15.66, -10.22, 19.50], [-16.72, -11.41, 18.82], [-17.73, -9.89, 17.55], [-21.18, -8.00, 24.29], [-20.51, -9.14, 25.08], [-20.21, -8.65, 26.40], [-21.68, -8.39, 23.40], [-20.52, -7.24, 23.87], [-21.90, -7.49, 24.93], [-19.56, -9.40, 24.61], [-21.21, -9.97, 25.12], [-20.99, -8.28, 26.81], [-22.61, -13.75, 23.73], [-23.43, -13.52, 24.99], [-24.19, -12.38, 24.87], [-21.79, -13.04, 23.61], [-23.22, -13.71, 22.83], [-22.25, -14.78, 23.75], [-22.83, -13.48, 25.90], [-24.19, -14.30, 25.04], [-24.58, -12.20, 25.73], [-19.22, -9.35, 21.23], [-19.00, -8.09, 20.60], [-20.15, -7.40, 20.31], [-20.96, -7.89, 19.10], [-20.04, -8.21, 17.95], [-20.81, -9.13, 17.08], [-20.30, -10.62, 17.25], [-18.98, -10.91, 16.80], [-18.92, -10.98, 15.36], [-19.22, -9.25, 22.32], [-18.38, -10.03, 21.12], [-20.21, -9.71, 20.96], [-19.83, -6.39, 20.05], [-20.77, -7.22, 21.19], [-21.57, -7.08, 18.70], [-21.55, -8.76, 19.39], [-19.15, -8.51, 18.33], [-20.62, -8.86, 16.04], [-21.88, -9.05, 17.27], [-20.97, -11.33, 16.77], [-20.32, -10.91, 18.30], [-18.84, -9.99, 14.90], [-19.76, -11.52, 14.93], [-18.09, -11.62, 15.07], [-9.26, -17.79, 16.24], [-9.88, -17.72, 17.57], [-9.60, -18.86, 18.33], [-10.39, -18.71, 19.69], [-10.46, -17.36, 20.18], [-9.14, -16.89, 20.70], [-9.31, -15.63, 21.42], [-9.41, -14.49, 20.51], [-9.85, -13.31, 21.12], [-9.69, -17.00, 15.61], [-9.42, -18.74, 15.74], [-8.19, -17.57, 16.23], [-8.52, -18.98, 18.43], [-9.95, -19.78, 17.87], [-9.91, -19.34, 20.44], [-11.39, -19.12, 19.57], [-10.69, -16.93, 19.29], [-8.45, -16.75, 19.87], [-8.82, -17.67, 21.39], [-8.55, -15.45, 22.18], [-10.14, -15.70, 22.12], [-9.83, -12.64, 20.27], [-9.13, -12.94, 21.86], [-10.82, -13.43, 21.59]]}

---

{"formula": "C31H88N10O15", "method": "ωB97M-V/def2-TZVPD", "homo_ev": -7.91, "homo_lumo_gap_ha": 0.298, "lumo_ev": 0.20, "total_energy_ha": -2909.8614, "smiles": "COCCNCCOC.COCCNCCOC.COCCNCCOC.COCCNCCOC.NC(N)=O.NC(N)=O.NC(N)=O.CO.CO.CO.CO", "fmax_ev_per_a": 6.12, "de_lowest_kcal_mol": 33.9, "symbols": ["C", "O", "C", "C", "N", "C", "C", "O", "C", "H", "H", "H", "H", "H", "H", "H", "H", "H", "H", "H", "H", "H", "H", "H", "C", "O", "C", "C", "N", "C", "C", "O", "C", "H", "H", "H", "H", "H", "H", "H", "H", "H", "H", "H", "H", "H", "H", "H", "C", "O", "C", "C", "N", "C", "C", "O", "C", "H", "H", "H", "H", "H", "H", "H", "H", "H", "H", "H", "H", "H", "H", "H", "C", "O", "C", "C", "N", "C", "C", "O", "C", "H", "H", "H", "H", "H", "H", "H", "H", "H", "H", "H", "H", "H", "H", "H", "N", "C", "N", "O", "H", "H", "H", "H", "N", "C", "N", "O", "H", "H", "H", "H", "N", "C", "N", "O", "H", "H", "H", "H", "C", "O", "H", "H", "H", "H", "C", "O", "H", "H", "H", "H", "C", "O", "H", "H", "H", "H", "C", "O", "H", "H", "H", "H"], "coordinates": [[-3.74, 0.44, -7.64], [-3.91, 0.81, -6.21], [-2.68, 1.21, -5.58], [-3.08, 1.59, -4.09], [-2.83, 0.43, -3.18], [-3.98, -0.43, -3.34], [-4.13, -1.41, -2.08], [-3.61, -0.80, -0.87], [-3.90, -1.46, 0.28], [-3.11, -0.44, -7.69], [-3.25, 1.17, -8.28], [-4.60, 0.02, -8.17], [-2.26, 2.02, -6.16], [-2.04, 0.33, -5.57], [-4.05, 2.07, -4.01], [-2.43, 2.40, -3.75], [-2.94, 0.72, -2.22], [-3.78, -1.08, -4.19], [-4.91, 0.13, -3.43], [-3.73, -2.43, -2.16], [-5.19, -1.54, -1.90], [-3.41, -2.43, 0.35], [-4.98, -1.61, 0.34], [-3.67, -0.88, 1.17], [2.37, -0.81, 0.21], [2.44, -0.18, 1.46], [3.45, -0.68, 2.39], [4.58, 0.30, 2.61], [4.12, 1.51, 3.15], [5.16, 2.56, 3.15], [4.71, 3.89, 3.77], [5.83, 4.82, 3.79], [6.61, 4.78, 4.98], [3.33, -0.70, -0.30], [1.50, -0.43, -0.32], [2.31, -1.89, 0.33], [3.79, -1.68, 2.11], [2.96, -0.77, 3.36], [4.99, 0.45, 1.61], [5.41, -0.17, 3.15], [3.75, 1.35, 4.08], [5.38, 2.91, 2.14], [6.06, 2.31, 3.72], [4.25, 3.74, 4.74], [3.91, 4.28, 3.14], [6.78, 5.81, 5.29], [7.59, 4.32, 4.84], [6.30, 4.22, 5.86], [-3.17, -2.30, 4.83], [-2.28, -2.91, 3.97], [-1.29, -2.05, 3.41], [-0.23, -2.75, 2.54], [-0.79, -3.52, 1.44], [0.17, -4.52, 0.91], [0.21, -5.83, 1.66], [0.85, -5.90, 2.93], [0.90, -7.15, 3.55], [-3.77, -1.50, 4.40], [-2.63, -1.95, 5.70], [-3.94, -2.99, 5.19], [-0.65, -1.56, 4.14], [-1.93, -1.44, 2.77], [0.27, -3.42, 3.24], [0.55, -2.13, 2.09], [-1.66, -3.92, 1.74], [1.15, -4.11, 0.69], [-0.27, -4.79, -0.05], [0.58, -6.58, 0.95], [-0.82, -6.13, 1.85], [1.37, -7.88, 2.90], [-0.10, -7.53, 3.76], [1.33, -7.14, 4.54], [-0.56, -2.46, -6.42], [0.57, -2.01, -5.66], [1.62, -2.95, -5.73], [2.78, -2.32, -4.92], [3.09, -0.95, -5.36], [3.75, -0.14, -4.37], [2.69, 0.39, -3.41], [1.60, 0.85, -4.21], [0.62, 1.73, -3.71], [-1.38, -1.75, -6.30], [-0.93, -3.44, -6.15], [-0.32, -2.44, -7.48], [1.81, -3.29, -6.75], [1.38, -3.86, -5.19], [3.66, -2.96, -5.00], [2.36, -2.25, -3.92], [2.15, -0.63, -5.53], [4.29, 0.66, -4.89], [4.42, -0.75, -3.77], [3.10, 1.17, -2.77], [2.40, -0.46, -2.79], [0.93, 2.76, -3.89], [0.34, 1.63, -2.67], [-0.19, 1.71, -4.44], [3.80, 2.51, 0.06], [2.61, 2.97, -0.05], [1.96, 3.14, 1.08], [2.17, 3.37, -1.11], [4.41, 2.36, -0.73], [3.94, 2.00, 0.92], [2.59, 3.07, 1.86], [1.15, 3.75, 1.10], [-1.07, -1.87, -0.94], [-0.34, -2.16, -2.00], [-0.62, -1.52, -3.09], [0.56, -2.99, -1.90], [-0.97, -2.54, -0.19], [-1.86, -1.25, -1.09], [0.01, -1.67, -3.87], [-1.27, -0.76, -3.21], [0.14, 0.74, 5.56], [1.26, 0.80, 4.96], [1.16, 1.13, 3.71], [2.34, 0.59, 5.46], [-0.77, 0.84, 5.13], [0.08, 0.47, 6.54], [1.92, 1.11, 3.06], [0.22, 1.35, 3.40], [-3.64, 4.00, -0.85], [-3.48, 2.53, -0.85], [-4.39, 4.23, -0.09], [-2.71, 4.53, -0.63], [-3.95, 4.42, -1.81], [-4.33, 2.10, -0.73], [-3.27, 1.51, 4.91], [-2.07, 1.21, 4.20], [-3.25, 1.13, 5.93], [-3.50, 2.57, 5.00], [-4.11, 0.99, 4.45], [-2.15, 1.46, 3.28], [-2.95, 4.90, 2.28], [-4.39, 4.84, 2.47], [-2.46, 3.94, 2.21], [-2.66, 5.46, 1.39], [-2.59, 5.47, 3.14], [-4.79, 5.56, 1.97], [-1.06, 0.88, 0.70], [-2.08, 1.62, 1.44], [-1.36, 0.83, -0.35], [-0.08, 1.35, 0.74], [-0.93, -0.15, 1.02], [-2.59, 2.14, 0.81]]}